(1)
Computed, not measured: one molecule with the formula C16H21N3O, with ωB97M-V/def2-TZVPD.

Structure (XYZ):
```
41
Properties=species:S:1:pos:R:3:mulliken_charge:R:1
C -0.619 -2.048 -1.544 -1.033
C 0.004 -2.160 -0.382 1.216
C 1.048 -3.194 -0.103 -1.434
C -0.248 -1.237 0.791 -1.325
N -1.062 -0.096 0.481 0.288
C -0.657 1.174 0.165 0.703
C 0.771 1.585 0.153 -1.006
C 1.515 1.004 -1.062 -0.316
N 2.948 1.156 -0.933 -0.170
C 3.679 0.293 -0.192 0.326
O 3.182 -0.673 0.353 -0.643
C 5.165 0.601 -0.129 -0.273
C 5.687 0.435 1.296 -1.159
N -1.644 1.978 -0.113 -0.863
C -2.784 1.227 0.010 0.386
C -4.119 1.571 -0.170 -0.667
C -5.065 0.587 0.025 -0.416
C -4.708 -0.713 0.389 -0.715
C -3.389 -1.077 0.573 -0.718
C -2.433 -0.092 0.381 0.719
H -0.413 -2.723 -2.356 0.316
H -1.358 -1.289 -1.737 0.295
H 0.784 -3.775 0.781 0.331
H 1.165 -3.869 -0.946 0.396
H 1.999 -2.700 0.095 0.190
H -0.742 -1.806 1.588 0.566
H 0.721 -0.901 1.173 0.357
H 0.809 2.675 0.132 0.397
H 1.266 1.232 1.061 0.361
H 1.184 1.496 -1.977 0.427
H 1.309 -0.067 -1.141 0.095
H 3.366 2.005 -1.275 0.296
H 5.367 1.607 -0.499 0.275
H 5.670 -0.113 -0.783 0.257
H 5.259 1.193 1.949 0.322
H 6.770 0.526 1.320 0.359
H 5.405 -0.544 1.674 0.283
H -4.392 2.575 -0.452 0.433
H -6.111 0.822 -0.108 0.378
H -5.484 -1.451 0.527 0.389
H -3.117 -2.086 0.844 0.379
```

## Properties
2S+1: 1
HOMO energy in eV: -8.26
E_LUMO in eV: 0.723
Maximum force in eV Å⁻¹: 0.79
SMILES: C=C(C)Cn1c(CCNC(=O)CC)nc2ccccc21
Molar mass in g mol⁻¹: 271.36
Total energy in eV: -23451.7409
Energy above the lowest of the compared OMol25 structures with the same formula, charge and spin in eV: 0.015
Orbital gap in eV: 9.0

(2)
Computed, not measured: a 2-piece molecular cluster, CH2ClNOS2 overall at a distorted geometry, with ωB97M-V/def2-TZVPD.

Structure (XYZ):
```
8
Properties=species:S:1:pos:R:3:mulliken_charge:R:1
O -0.037 0.664 -1.595 -0.448
C -0.341 0.563 -0.445 0.510
S 0.545 1.617 0.844 -0.218
N -1.320 -0.267 0.065 -0.127
S -2.431 0.069 1.110 0.069
H 1.554 1.884 -0.176 0.193
Cl 1.383 -1.760 0.255 -0.234
H 0.647 -2.770 -0.059 0.255
```

## Properties
2S+1: 1
HOMO energy (spin up / spin down) in eV: -9.38 / -9.39
E_LUMO (spin up / spin down) in eV: -2.355 / -2.317
Maximum force in eV Å⁻¹: 2.70
SMILES: O=C(S)N=S.Cl
Molar mass in g mol⁻¹: 143.62
Total energy in eV: -38797.6844
Energy above the lowest of the compared OMol25 structures with the same formula, charge and spin in eV: 1.086
Orbital gap (spin up / spin down) in eV: 7.0 / 7.1

(3)
Computed, not measured: C6H12ClFeO16S3 as an isolated structure at a distorted geometry, with ωB97M-V/def2-TZVPD.

Structure (XYZ):
```
39
Properties=species:S:1:pos:R:3:mulliken_charge:R:1
Fe -2.887 -1.943 -1.633 1.305
Cl -1.463 0.616 -1.376 1.875
O -1.015 0.617 -0.019 -0.473
O -1.020 -0.692 -1.896 -0.533
O -2.916 0.395 -1.423 -0.845
O -0.946 1.695 -2.125 -0.490
C -0.416 -1.438 3.363 -0.420
C 0.727 -1.061 2.426 -0.099
O 0.608 -1.942 1.299 -0.302
S -0.804 -2.787 1.345 0.888
O -0.604 -4.124 1.789 -0.462
O -1.486 -2.564 0.091 -0.254
O -1.433 -1.825 2.465 -0.315
H -0.674 -0.520 3.890 0.343
H -0.171 -2.205 4.096 0.340
H 1.663 -1.170 2.973 0.352
H 0.662 -0.048 2.033 0.115
C -1.562 4.550 2.663 -0.354
C -0.895 3.205 2.415 -0.064
O 0.276 3.163 3.184 -0.308
S 0.265 4.270 4.427 1.106
O 1.134 5.359 4.166 -0.501
O 0.327 3.603 5.687 -0.516
O -1.265 4.672 4.068 -0.348
H -2.629 4.674 2.531 0.300
H -0.961 5.296 2.139 0.299
H -0.757 3.130 1.331 0.179
H -1.442 2.287 2.652 0.204
C 0.715 -2.352 -4.503 -0.241
C 1.957 -2.823 -3.703 -0.170
O 3.062 -2.374 -4.523 -0.339
S 2.602 -1.878 -5.996 1.081
O 3.289 -2.546 -7.052 -0.507
O 2.599 -0.447 -6.017 -0.524
O 1.088 -2.423 -5.848 -0.354
H 0.422 -1.326 -4.255 0.312
H -0.198 -2.928 -4.341 0.221
H 2.062 -3.889 -3.524 0.302
H 2.086 -2.227 -2.801 0.199
```

## Properties
2S+1: 5
HOMO energy (spin up / spin down) in eV: -13.23 / -13.23
Total charge: +1
E_LUMO (spin up / spin down) in eV: -7.730 / -7.896
Maximum force in eV Å⁻¹: 4.02
Molar mass in g mol⁻¹: 527.65
Total energy in eV: -118570.7087
Energy above the lowest of the compared OMol25 structures with the same formula, charge and spin in eV: 3.352
Orbital gap (spin up / spin down) in eV: 5.5 / 5.3

(4)
Computed, not measured: a 2-piece molecular cluster, C5H14 overall at a distorted geometry, with ωB97M-V/def2-TZVPD.

Structure (XYZ):
```
19
Properties=species:S:1:pos:R:3:mulliken_charge:R:1
C 1.212 0.811 -0.100 -0.849
C 0.643 2.241 -0.182 -0.326
C -0.881 2.294 -0.433 -0.905
H 2.245 0.870 0.234 0.363
H 0.378 0.259 0.331 -0.033
H 1.303 0.468 -1.141 0.303
H 1.184 2.791 -0.950 0.337
H 0.861 2.713 0.784 0.254
H -1.090 3.013 -1.218 0.305
H -1.444 2.524 0.473 0.280
H -1.230 1.283 -0.661 0.212
C -1.006 -2.015 0.717 -0.716
C 0.093 -2.810 -0.029 -0.744
H -1.374 -1.312 -0.026 0.171
H -1.605 -2.732 1.268 0.349
H -0.520 -1.380 1.462 0.233
H 0.884 -2.102 -0.273 0.188
H -0.203 -3.375 -0.904 0.292
H 0.549 -3.539 0.646 0.288
```

## Properties
2S+1: 1
HOMO energy in eV: -11.17
E_LUMO in eV: 1.162
Maximum force in eV Å⁻¹: 2.53
SMILES: CCC.CC
Molar mass in g mol⁻¹: 74.17
Total energy in eV: -5411.2694
Energy above the lowest of the compared OMol25 structures with the same formula, charge and spin in eV: 0.780
Orbital gap in eV: 12.3

(5)
Computed, not measured: C31H27N7O4STc as an isolated structure, with ωB97M-V/def2-TZVPD.

Structure (XYZ):
```
71
Properties=species:S:1:pos:R:3:mulliken_charge:R:1
Tc -1.396 -0.256 1.020 -0.572
O -2.345 3.663 -0.066 -0.628
C -2.039 2.513 -0.310 0.022
N -2.323 1.459 0.558 0.316
C -3.176 1.824 1.643 0.102
C -4.341 2.580 1.531 -0.557
C -5.093 2.842 2.658 -0.724
C -4.695 2.369 3.908 -0.622
C -3.550 1.609 4.037 -0.907
C -2.799 1.330 2.895 0.682
N -1.677 0.499 2.825 0.839
C -0.944 0.090 3.893 -0.038
O -0.961 0.528 5.026 -0.706
C -0.063 -1.082 3.536 0.528
C 0.773 -1.637 4.485 -0.727
C 1.510 -2.758 4.142 -0.332
C 1.372 -3.287 2.869 -1.061
C 0.520 -2.668 1.972 -0.172
N -0.179 -1.578 2.295 0.435
C -1.367 2.248 -1.639 0.373
C -1.356 3.299 -2.554 -0.741
C -0.773 3.090 -3.790 -0.352
C -0.223 1.848 -4.069 -1.076
C -0.284 0.871 -3.090 0.131
N -0.840 1.063 -1.898 0.133
H -4.651 2.956 0.568 0.462
H -6.002 3.423 2.568 0.395
H -5.291 2.588 4.783 0.395
H -3.232 1.228 4.995 0.479
H 0.810 -1.181 5.464 0.541
H 2.176 -3.218 4.859 0.429
H 1.911 -4.172 2.565 0.465
H 0.368 -3.047 0.972 0.777
H -1.798 4.243 -2.278 0.503
H -0.749 3.883 -4.526 0.428
H 0.242 1.636 -5.022 0.461
H 0.128 -0.116 -3.274 0.318
C -0.532 -3.169 -3.951 -0.928
C 0.174 -3.647 -2.690 -0.978
N 1.038 -2.631 -2.086 0.419
C 2.444 -2.612 -2.513 -0.696
C 2.754 -1.563 -3.571 -1.058
C 0.571 -1.703 -1.226 -0.222
S -1.107 -1.797 -0.825 -0.012
N 1.521 -0.853 -0.800 0.322
C 1.407 0.196 -0.004 -0.079
O 0.422 0.605 0.679 -0.091
C 2.634 1.046 0.107 0.616
C 3.806 0.703 -0.561 -0.169
C 4.929 1.507 -0.455 -0.781
C 4.886 2.661 0.316 -0.434
C 3.720 3.008 0.983 -0.819
C 2.596 2.204 0.881 -0.437
H -1.169 -3.963 -4.342 0.424
H 0.182 -2.899 -4.729 0.270
H -1.162 -2.305 -3.737 0.207
H 0.806 -4.507 -2.911 0.491
H -0.556 -3.964 -1.947 0.505
H 2.658 -3.609 -2.897 0.539
H 3.067 -2.452 -1.635 0.382
H 2.170 -1.723 -4.478 0.319
H 3.810 -1.613 -3.841 0.384
H 2.548 -0.564 -3.191 0.205
H 3.826 -0.199 -1.155 0.293
H 5.839 1.235 -0.974 0.425
H 5.763 3.290 0.395 0.396
H 3.684 3.907 1.584 0.426
H 1.681 2.466 1.394 0.380
O -4.982 -2.555 1.809 -0.585
C -4.027 -1.915 1.545 0.707
N -3.066 -1.267 1.276 -0.419
```

## Properties
2S+1: 2
HOMO energy (spin up / spin down) in eV: -7.79 / -7.80
E_LUMO (spin up / spin down) in eV: -1.512 / -1.218
Maximum force in eV Å⁻¹: 0.30
Molar mass in g mol⁻¹: 691.67
Total energy in eV: -64242.9948
Energy above the lowest of the compared OMol25 structures with the same formula, charge and spin in eV: 0.432
Orbital gap (spin up / spin down) in eV: 6.3 / 6.6

(6)
Computed, not measured: C29H36N3O2S3Si2Sm as an isolated structure at a distorted geometry, with ωB97M-V/def2-TZVPD.

Structure (XYZ):
```
76
Properties=species:S:1:pos:R:3:mulliken_charge:R:1
Sm 0.462 1.778 0.155 -0.057
C -0.262 0.429 3.477 -0.871
N 0.775 1.300 2.928 0.860
C 0.808 2.554 3.676 -1.443
C 2.088 0.638 3.007 -0.489
C 3.148 1.350 2.198 0.469
C 4.347 1.708 2.803 -0.637
C 5.366 2.287 2.050 -0.533
C 5.159 2.504 0.695 -0.597
C 3.936 2.159 0.119 -0.287
C 2.887 1.578 0.836 0.174
H -0.058 0.183 4.531 0.355
H -0.316 -0.491 2.900 -0.051
H -1.230 0.929 3.414 0.252
H 0.980 2.357 4.747 0.330
H -0.140 3.080 3.561 0.301
H 1.598 3.197 3.295 0.414
H 1.961 -0.372 2.612 0.031
H 2.395 0.548 4.063 0.306
H 4.493 1.534 3.865 0.304
H 6.300 2.573 2.519 0.336
H 5.942 2.950 0.091 0.357
H 3.806 2.366 -0.943 0.325
C 0.636 2.944 -3.817 -1.351
Si 0.107 1.475 -2.709 0.841
C 0.582 -0.021 -3.783 -1.362
C -1.826 1.521 -2.927 0.383
C -2.287 1.541 -4.255 -0.236
C -3.634 1.562 -4.582 -0.759
C -4.578 1.560 -3.561 -0.785
C -4.147 1.542 -2.243 -0.368
C -2.788 1.525 -1.886 0.391
Si -2.429 1.468 0.028 0.690
C -3.593 2.838 0.681 -1.354
C -3.367 -0.112 0.525 -1.196
H 0.271 2.840 -4.846 0.370
H 1.730 3.030 -3.854 0.332
H 0.247 3.885 -3.409 0.220
H 0.206 0.077 -4.808 0.368
H 0.175 -0.941 -3.350 0.266
H 1.671 -0.137 -3.829 0.307
H -1.563 1.536 -5.067 0.085
H -3.946 1.573 -5.622 0.349
H -5.638 1.569 -3.789 0.346
H -4.902 1.532 -1.461 0.089
H -4.628 2.697 0.351 0.364
H -3.257 3.825 0.340 0.224
H -3.589 2.854 1.778 0.279
H -4.403 -0.101 0.165 0.402
H -3.383 -0.237 1.614 0.279
H -2.864 -0.991 0.107 0.202
C -0.618 5.571 -0.590 -0.953
O -0.097 4.307 -0.227 0.110
C 0.783 4.160 0.970 0.151
O 1.052 5.153 1.567 -0.590
H -1.483 5.404 -1.232 0.229
H 0.129 6.158 -1.129 0.279
H -0.912 6.129 0.299 0.337
S 0.282 -6.015 3.885 -0.454
C 0.330 -4.982 2.549 0.199
S 0.302 -3.253 2.737 -0.114
C 0.299 -3.012 0.997 -0.240
N 0.336 -4.141 0.335 -0.862
N 0.364 -5.243 1.139 0.615
C 0.431 -6.474 0.466 0.750
C 0.634 -7.689 1.138 -0.406
C 0.703 -8.877 0.426 -0.623
C 0.578 -8.906 -0.956 -0.452
C 0.380 -7.701 -1.625 -0.508
C 0.307 -6.503 -0.939 -0.397
S 0.281 -1.477 0.287 0.089
H 0.736 -7.694 2.211 0.113
H 0.862 -9.800 0.975 0.330
H 0.636 -9.841 -1.502 0.358
H 0.280 -7.690 -2.705 0.332
H 0.156 -5.577 -1.470 0.482
```

## Properties
2S+1: 6
HOMO energy (spin up / spin down) in eV: -1.55 / -1.54
Total charge: -2
E_LUMO (spin up / spin down) in eV: 3.973 / 3.973
Maximum force in eV Å⁻¹: 3.07
Molar mass in g mol⁻¹: 761.36
Total energy in eV: -105387.2957
Orbital gap (spin up / spin down) in eV: 5.5 / 5.5